14
Properties=species:S:1:pos:R:3:nbo_charge:R:1 method="wB97M-V/def2-TZVPD" s_squared=0.75 total_charge=+2 relative_energy_kj_mol=87.5 e_tot_ev=-4741.2891 e_lumo_ev="-10.00 / -13.39" multiplicity=2 homo_energy_ev="-21.150 / -22.590" homo_lumo_gap_ev="11.15 / 9.20"
N -0.564 -1.863 1.222 -0.8715
H -1.282 -1.113 1.507 0.4754
H -0.875 -2.460 0.354 0.4975
H -0.322 -2.453 1.974 0.4737
H 0.273 -1.352 1.052 0.4240
C -0.529 1.700 -0.900 -0.7103
C 0.226 0.776 -0.045 0.0507
C 1.169 -0.063 -0.601 -0.1307
H -1.401 1.114 -1.331 0.3554
H -0.062 1.977 -1.805 0.3072
H -0.817 2.635 -0.269 0.3132
H 0.025 1.001 1.036 0.2651
H 2.089 -0.451 -0.103 0.2750
H 1.133 -0.333 -1.691 0.2754